# 1
Here is C20H18HfN4O8S5 as an isolated structure from the Open Molecules 2025 dataset. Energies are from wB97M-V/def2-TZVPD.

The calculation puts the gap between HOMO and LUMO at 6.363 eV. The LUMO energy comes out at -0.989 eV. Its largest force on an atom is 1.26 eV/Å. The calculation puts the HOMO energy at -7.35 eV. Its total charge is 0.

CARTESIAN COORDINATES (ANGSTROEM)
1 Hf -0.444 -0.032 -0.187
2 C -6.226 3.785 -0.094
3 O -5.659 3.891 1.217
4 C -4.508 3.247 1.453
5 C -4.021 3.366 2.785
6 C -2.881 2.722 3.120
7 C -2.140 1.943 2.177
8 C -1.008 1.219 2.605
9 C -0.549 1.232 4.029
10 O -0.311 0.478 1.830
11 C -2.617 1.896 0.831
12 O -1.963 1.299 -0.113
13 C -3.825 2.528 0.501
14 H -7.161 4.333 -0.062
15 H -6.416 2.742 -0.344
16 H -5.562 4.232 -0.834
17 H -4.580 3.960 3.495
18 H -2.521 2.800 4.137
19 H -1.355 0.935 4.700
20 H -0.224 2.234 4.317
21 H 0.285 0.546 4.136
22 H -4.162 2.438 -0.519
23 O -2.501 -5.195 2.251
24 C -1.199 -5.108 2.482
25 O -0.593 -5.931 3.120
26 C -0.477 -3.927 1.929
27 C 0.861 -3.702 2.172
28 N 1.208 -2.582 1.524
29 N 0.178 -2.059 0.866
30 C -0.852 -2.857 1.104
31 C -2.153 -2.424 0.526
32 O -3.165 -3.073 0.718
33 O -2.078 -1.306 -0.134
34 H -2.817 -4.447 1.678
35 H 1.560 -4.277 2.759
36 H 2.072 -2.040 1.495
37 O -0.720 1.750 -6.755
38 C -0.491 1.430 -5.619
39 S -0.451 -0.254 -5.057
40 C -0.038 0.102 -3.396
41 C 0.085 1.396 -3.054
42 S 0.579 1.972 -1.471
43 S -0.180 2.583 -4.308
44 S 0.207 -1.272 -2.320
45 S 2.574 0.027 0.536
46 C 3.156 -0.448 -1.010
47 N 3.589 -1.666 -1.352
48 C 3.841 -1.787 -2.793
49 C 3.558 -0.352 -3.294
50 N 3.229 0.353 -2.056
51 H 3.544 -2.441 -0.718
52 H 3.155 -2.504 -3.238
53 H 4.864 -2.103 -2.986
54 H 2.710 -0.324 -3.976
55 H 4.421 0.099 -3.779
56 H 2.752 1.249 -2.012

# 2
Here is C20H18LiN5O3S2 as an isolated structure from the Open Molecules 2025 dataset. Energies are from wB97M-V/def2-TZVPD.

The calculation puts the gap between HOMO and LUMO at 4.738 eV. The LUMO energy comes out at 4.442 eV. Its largest force on an atom is 0.41 eV/Å. The calculation puts the HOMO energy at -0.30 eV. Its total charge is -2.

CARTESIAN COORDINATES (ANGSTROEM)
1 Li 1.477 -0.617 -0.659
2 C 0.780 2.178 5.094
3 C 0.477 1.834 3.657
4 C -0.701 1.183 3.290
5 C -0.921 0.775 1.992
6 C 0.005 0.996 0.950
7 N -0.140 0.523 -0.325
8 C -1.356 0.329 -0.884
9 C -2.511 1.101 -0.604
10 C -3.718 0.906 -1.250
11 C -3.875 -0.067 -2.234
12 C -5.177 -0.258 -2.972
13 C -2.753 -0.831 -2.535
14 C -1.541 -0.657 -1.887
15 N -0.481 -1.565 -2.226
16 C -0.589 -2.910 -2.294
17 C 0.598 -3.398 -2.773
18 C 1.387 -2.252 -2.961
19 N 0.744 -1.137 -2.630
20 C 1.181 1.669 1.340
21 C 1.407 2.050 2.656
22 N 2.214 1.979 0.385
23 C 3.022 3.061 0.417
24 C 3.964 2.903 -0.570
25 C 3.627 1.677 -1.175
26 N 2.578 1.127 -0.593
27 H -0.139 2.380 5.649
28 H 1.417 3.063 5.167
29 H 1.296 1.357 5.602
30 H -1.436 0.940 4.053
31 H -1.813 0.209 1.755
32 H -2.428 1.870 0.154
33 H -4.566 1.534 -0.985
34 H -6.017 0.114 -2.382
35 H -5.363 -1.313 -3.185
36 H -5.190 0.274 -3.930
37 H -2.816 -1.598 -3.303
38 H -1.467 -3.414 -1.926
39 H 0.892 -4.430 -2.855
40 H 2.425 -2.193 -3.253
41 H 2.364 2.491 2.918
42 H 2.863 3.863 1.117
43 H 4.763 3.579 -0.823
44 H 4.090 1.177 -2.012
45 O 3.753 -4.495 1.502
46 S 2.307 -4.258 1.458
47 O 1.634 -5.122 0.480
48 O 1.689 -4.332 2.784
49 S 2.045 -2.294 0.807

# 3
Here is one molecule with the formula C20H18N2O5 from the Open Molecules 2025 dataset. Energies are from wB97M-V/def2-TZVPD.

The calculation puts the gap between HOMO and LUMO at 8.344 eV. The LUMO energy comes out at -0.156 eV. Its largest force on an atom is 13.63 eV/Å. The calculation puts the HOMO energy at -8.50 eV. The SMILES is Cc1cc(NC(=O)COC(=O)c2cccc(OCc3ccccc3)c2)no1. Its total charge is 0.

CARTESIAN COORDINATES (ANGSTROEM)
1 C 9.336 0.990 -0.128
2 C 7.969 0.808 -0.134
3 C 7.181 -0.203 -0.137
4 C 5.767 0.209 -0.034
5 N 5.767 1.377 -0.124
6 O 6.991 1.829 0.003
7 N 4.415 -0.546 0.220
8 C 4.304 -1.743 -0.090
9 O 5.159 -2.555 -0.137
10 C 2.900 -2.230 0.110
11 H 2.565 -2.630 -0.718
12 H 2.618 -2.692 0.922
13 O 2.016 -1.243 0.029
14 C 0.694 -1.247 0.109
15 O 0.239 -2.477 -0.127
16 C -0.235 -0.148 0.216
17 C -1.510 -0.462 0.098
18 C -2.432 0.745 0.138
19 C -1.737 2.190 0.048
20 C -0.503 2.303 0.273
21 C 0.331 1.159 0.055
22 H 1.327 1.399 0.335
23 H -0.070 3.368 0.253
24 H -2.577 2.976 0.294
25 O -3.747 0.908 -0.223
26 C -4.289 -0.514 -0.045
27 C -5.849 -0.487 -0.065
28 C -6.492 -0.018 -1.304
29 C -7.970 0.029 -1.185
30 C -8.559 0.154 -0.040
31 C -7.919 0.190 1.049
32 C -6.600 -0.192 0.996
33 H -6.021 -0.214 2.088
34 H -8.497 0.053 2.004
35 H -9.690 0.317 -0.126
36 H -8.362 0.359 -2.205
37 H -5.954 -0.270 -2.371
38 H -4.096 -1.107 1.115
39 H -4.070 -1.029 -0.921
40 H -2.029 -1.185 0.098
41 H 3.767 0.096 0.279
42 H 7.153 -1.253 0.080
43 H 9.646 0.033 -0.548
44 H 9.477 1.675 -0.851
45 H 9.586 1.281 0.700

> Number 1 is which compound?

C20H18HfN4O8S5